Entry 1:
132
Properties=species:S:1:pos:R:3 method="wB97M-V/def2-TZVPD" homo_lumo_gap_ev=8.88 smiles=COCCNCCOC.COCCNCCOC.COCCNCCOC.COCCNCCOC.CCO.CCO.CCO.CCO relative_energy_ev=0.345 charge=0 lumo_ev=0.546
C -3.548 1.107 1.322
O -3.583 2.462 0.852
C -3.702 2.577 -0.574
C -3.452 4.053 -0.966
N -2.207 4.594 -0.485
C -2.038 5.976 -0.796
C -0.751 6.493 -0.309
O -0.642 6.422 1.147
C -1.037 7.566 1.886
H -2.659 0.604 0.903
H -4.463 0.563 1.138
H -3.463 1.232 2.404
H -4.708 2.331 -0.884
H -3.060 1.853 -1.130
H -4.279 4.712 -0.633
H -3.466 4.028 -2.060
H -2.109 4.348 0.508
H -2.901 6.604 -0.471
H -2.014 6.063 -1.894
H -0.690 7.503 -0.674
H 0.063 5.874 -0.686
H -0.569 8.467 1.495
H -0.723 7.469 2.919
H -2.140 7.707 1.834
C -4.559 -1.062 -1.778
O -4.083 -1.332 -3.096
C -3.021 -0.380 -3.425
C -2.460 -0.902 -4.797
N -1.801 -2.184 -4.828
C -0.870 -2.457 -3.757
C -0.168 -3.795 -4.103
O -1.115 -4.862 -4.088
C -0.396 -6.104 -4.162
H -5.421 -1.700 -1.592
H -4.910 -0.061 -1.583
H -3.823 -1.348 -0.999
H -2.300 -0.282 -2.647
H -3.480 0.572 -3.695
H -1.717 -0.210 -5.163
H -3.292 -0.937 -5.509
H -2.451 -2.961 -4.732
H -1.342 -2.504 -2.772
H -0.092 -1.671 -3.678
H 0.616 -3.997 -3.346
H 0.358 -3.670 -5.060
H 0.139 -6.183 -5.117
H -1.169 -6.913 -4.081
H 0.345 -6.254 -3.351
C 4.808 3.153 4.231
O 4.020 2.107 3.657
C 3.830 2.238 2.264
C 2.574 3.006 1.893
N 1.381 2.361 2.357
C 0.190 3.176 2.303
C 0.123 4.265 3.383
O 0.360 3.662 4.614
C 0.609 4.584 5.655
H 5.058 2.852 5.262
H 4.232 4.062 4.252
H 5.708 3.331 3.660
H 3.705 1.246 1.895
H 4.680 2.749 1.774
H 2.571 3.095 0.796
H 2.667 4.043 2.295
H 1.525 2.080 3.318
H -0.653 2.497 2.392
H 0.075 3.702 1.345
H -0.856 4.783 3.355
H 0.860 5.046 3.228
H 1.539 5.112 5.354
H 0.677 4.031 6.635
H -0.208 5.327 5.789
C 3.320 -2.003 -3.590
O 2.986 -3.133 -2.726
C 4.062 -4.027 -2.536
C 3.597 -5.065 -1.484
N 3.519 -4.688 -0.063
C 2.620 -3.587 0.328
C 2.803 -3.366 1.788
O 4.141 -2.841 1.982
C 4.109 -1.411 2.164
H 2.476 -1.294 -3.620
H 3.569 -2.283 -4.600
H 4.221 -1.556 -3.208
H 4.971 -3.513 -2.227
H 4.277 -4.518 -3.509
H 4.185 -5.937 -1.660
H 2.609 -5.328 -1.897
H 4.444 -4.296 0.122
H 1.623 -3.905 0.003
H 2.833 -2.671 -0.257
H 2.737 -4.367 2.271
H 2.058 -2.735 2.306
H 3.776 -0.908 1.294
H 5.119 -1.088 2.446
H 3.361 -1.194 2.923
C -2.598 -3.258 3.801
C -2.733 -2.097 2.819
O -3.164 -2.563 1.525
H -2.187 -2.938 4.765
H -1.868 -3.995 3.425
H -3.593 -3.756 3.961
H -1.806 -1.535 2.753
H -3.467 -1.365 3.158
H -4.013 -2.957 1.731
C 0.975 1.313 -2.594
C 0.553 2.490 -1.775
O -0.577 3.195 -2.308
H 0.144 0.592 -2.608
H 1.872 0.904 -2.137
H 1.269 1.695 -3.570
H 1.436 3.196 -1.719
H 0.307 2.071 -0.791
H -0.988 3.797 -1.596
C -0.566 -0.900 -0.352
C 0.116 -0.678 0.973
O 1.304 0.024 0.688
H -0.688 -0.019 -0.960
H -1.498 -1.454 -0.217
H 0.141 -1.516 -0.883
H 0.421 -1.644 1.371
H -0.517 -0.151 1.699
H 1.214 0.857 1.232
C -1.012 -5.237 -0.580
C -0.405 -5.295 0.781
O -0.510 -4.026 1.358
H -1.078 -6.191 -1.073
H -0.517 -4.532 -1.233
H -2.032 -4.870 -0.420
H 0.666 -5.558 0.825
H -0.935 -6.094 1.327
H -1.403 -3.716 1.184

Entry 2:
136
Properties=species:S:1:pos:R:3 method="wB97M-V/def2-TZVPD" homo_lumo_gap_ev=9.18 smiles=COCCNCCOC.COCCNCCOC.COCCNCCOC.COCCNCCOC.OCCO.OCCO.OCCO.OCCO relative_energy_ev=1.428 charge=0 lumo_ev=0.719
C -11.324 -22.999 -0.460
O -12.601 -23.172 0.126
C -13.619 -22.529 -0.648
C -15.042 -22.908 -0.156
N -15.390 -22.110 1.000
C -16.388 -22.757 1.815
C -16.829 -21.966 3.031
O -15.829 -21.786 4.010
C -15.190 -23.018 4.492
H -11.168 -21.933 -0.669
H -11.183 -23.614 -1.368
H -10.564 -23.222 0.268
H -13.621 -22.988 -1.659
H -13.441 -21.453 -0.707
H -15.200 -24.043 0.030
H -15.689 -22.620 -1.051
H -14.553 -22.092 1.580
H -16.034 -23.773 2.023
H -17.269 -22.983 1.196
H -17.764 -22.463 3.394
H -17.044 -20.945 2.681
H -14.757 -22.766 5.414
H -14.493 -23.486 3.784
H -16.053 -23.692 4.623
C -18.995 -24.982 3.912
O -20.025 -24.971 2.896
C -21.319 -24.698 3.575
C -21.439 -23.271 4.242
N -20.984 -22.253 3.325
C -21.848 -21.699 2.306
C -22.634 -20.424 2.548
O -21.788 -19.288 2.621
C -22.517 -18.099 2.560
H -18.674 -23.963 4.216
H -18.082 -25.373 3.508
H -19.252 -25.594 4.730
H -21.416 -25.471 4.368
H -22.100 -24.749 2.812
H -20.859 -23.157 5.120
H -22.505 -23.194 4.424
H -20.450 -21.526 3.838
H -22.540 -22.460 2.044
H -21.151 -21.472 1.512
H -23.199 -20.553 3.516
H -23.280 -20.332 1.674
H -23.306 -18.189 3.368
H -23.084 -18.085 1.575
H -21.975 -17.181 2.651
C -15.854 -18.250 5.447
O -16.882 -18.543 6.427
C -18.205 -18.288 6.022
C -18.759 -19.430 5.167
N -18.922 -20.789 5.783
C -19.506 -20.940 7.049
C -19.274 -22.398 7.474
O -17.861 -22.491 7.529
C -17.399 -23.872 7.564
H -14.996 -18.819 5.829
H -15.551 -17.173 5.427
H -16.178 -18.562 4.424
H -18.217 -17.365 5.426
H -18.830 -18.157 6.937
H -18.239 -19.602 4.260
H -19.704 -19.014 4.861
H -17.988 -21.193 5.874
H -20.592 -20.686 7.013
H -19.032 -20.319 7.858
H -19.625 -23.124 6.781
H -19.587 -22.581 8.518
H -17.762 -24.517 6.765
H -17.610 -24.282 8.553
H -16.355 -23.818 7.467
C -20.160 -20.615 -6.848
O -20.537 -20.282 -5.500
C -19.412 -20.523 -4.562
C -19.927 -20.278 -3.179
N -20.514 -18.873 -2.986
C -19.477 -17.832 -3.097
C -19.863 -16.554 -2.400
O -18.846 -15.647 -2.759
C -19.097 -14.280 -2.529
H -19.083 -20.313 -6.959
H -20.635 -19.896 -7.532
H -20.388 -21.633 -7.106
H -18.529 -19.945 -4.904
H -19.109 -21.595 -4.711
H -19.105 -20.533 -2.418
H -20.716 -21.013 -2.891
H -21.102 -18.655 -3.747
H -19.301 -17.600 -4.144
H -18.471 -18.191 -2.733
H -20.046 -16.571 -1.323
H -20.801 -16.141 -2.896
H -19.271 -14.030 -1.482
H -20.000 -13.954 -3.065
H -18.289 -13.721 -2.896
O -12.496 -16.833 -0.026
C -12.543 -17.490 1.237
C -11.904 -18.877 1.148
O -12.572 -19.727 0.221
H -12.162 -15.944 0.161
H -12.013 -16.833 1.964
H -13.574 -17.556 1.472
H -11.882 -19.336 2.164
H -10.915 -18.757 0.691
H -13.098 -19.223 -0.399
O -14.493 -19.152 -1.934
C -14.742 -18.297 -3.062
C -15.129 -16.825 -2.616
O -15.753 -15.964 -3.509
H -15.294 -19.586 -1.543
H -13.857 -18.319 -3.652
H -15.529 -18.680 -3.740
H -14.211 -16.292 -2.366
H -15.625 -16.898 -1.654
H -16.738 -16.005 -3.425
O -13.122 -20.385 3.860
C -11.959 -21.061 4.149
C -11.501 -22.127 3.197
O -12.568 -23.122 3.029
H -13.881 -20.897 4.073
H -11.066 -20.474 4.133
H -11.993 -21.476 5.144
H -10.621 -22.599 3.638
H -11.309 -21.661 2.197
H -12.721 -23.016 2.067
O -19.557 -18.362 0.988
C -18.891 -19.395 0.186
C -17.425 -19.035 0.096
O -16.807 -19.994 -0.720
H -20.224 -18.888 1.551
H -19.002 -20.347 0.720
H -19.274 -19.398 -0.855
H -17.013 -19.018 1.118
H -17.314 -18.046 -0.354
H -16.383 -20.630 -0.151

The evaluated HOMO for the records listed, in turn: -8.33; -8.46 eV.